# C2H4N2O3S

The ion C2H4N2O3S with charge -2 (the ωB97M-V functional and the def2-TZVPD basis, the OMol25 dataset).

Geometry as ORCA input:
```
! RIJCOSX wB97M-V def2-TZVPD def2/J DEFGRID3
* xyz -2 1
C 2.191 0.666 0.185
S 0.518 1.170 0.631
O 0.216 2.468 -0.016
O 0.050 1.204 2.042
N -0.216 -0.112 -0.100
C -1.436 -0.470 -0.264
N -1.453 -1.849 -0.942
O -2.570 -0.136 -0.032
H 2.925 1.453 0.657
H 2.202 -0.322 0.823
H -0.629 -2.401 -1.168
H -1.799 -1.673 -1.815
*
```

## Properties
Energy relative to the best compared isomer or geometry (same formula, charge and spin): 24.3 kJ/mol
E_HOMO: 0.908 eV
HOMO-LUMO gap: 5.86 eV
SMILES: C=[S@](=O)([O-])/N=C(/N)[O-]

Mulliken population analysis, charges in e, atoms 1 to 2:
1. C -0.615
2. S 0.725